1.
The following is a quantum chemistry calculation of C33H32N3O2PS3Tc as an isolated structure in a non-equilibrium geometry, from the OMol25 dataset.

Last column: Mulliken spin population.
Element x y z (Å)
N  3.859  -0.637  -1.205  0.00
C  -0.686  0.951  2.338  -0.25
H  -0.781  0.357  -3.389  0.00
C  -2.786  -4.696  1.995  0.00
H  4.332  0.823  -3.965  0.00
H  1.768  -1.060  5.865  0.00
N  2.985  -0.598  -3.200  0.01
C  0.032  2.984  -2.784  0.00
C  2.647  3.322  -1.910  0.00
H  4.918  -0.850  -4.027  0.00
C  -1.875  3.720  0.073  0.00
C  -1.793  0.426  -3.007  0.00
H  -2.482  -1.581  0.401  0.02
S  2.343  0.321  1.560  0.00
H  3.464  -1.392  5.393  0.00
H  -2.850  -2.723  2.822  0.00
S  4.641  0.332  3.389  0.03
C  -2.861  0.031  -3.798  0.00
C  4.899  -0.005  -2.007  0.00
C  -0.036  -4.344  1.898  0.00
H  -0.860  -1.454  3.409  0.00
H  0.759  -2.067  3.025  -0.02
C  0.898  3.815  -3.478  0.00
C  1.788  2.480  -1.221  0.02
H  -3.117  4.845  3.015  0.00
H  -1.549  -1.386  -1.075  0.04
C  -4.377  0.508  -1.997  0.00
C  -2.049  3.009  2.759  0.01
O  -0.378  0.854  3.497  0.05
C  -2.607  4.194  2.317  0.00
C  -2.223  -3.516  2.433  0.00
H  2.960  0.269  5.740  0.00
C  -0.266  -1.974  2.661  -0.09
C  -1.973  -5.708  1.481  0.00
C  0.473  2.306  -1.649  -0.02
C  4.345  -0.131  -3.439  0.00
H  2.376  -0.916  -3.932  0.00
C  -4.154  0.080  -3.298  0.00
H  -3.858  -4.844  2.032  0.00
H  -3.483  1.212  -0.180  0.00
C  2.758  -0.901  -1.907  0.01
C  -1.357  2.503  0.502  0.03
S  1.310  -1.566  -1.369  0.02
C  -3.312  0.903  -1.204  0.02
H  -2.087  2.724  3.802  0.00
H  -4.986  -0.233  -3.915  0.00
H  2.125  1.971  -0.327  -0.01
H  1.039  -4.206  1.866  0.00
P  -0.613  1.259  -0.609  -0.02
H  5.038  1.035  -1.713  0.00
H  -1.791  4.005  -0.968  0.00
H  2.876  4.638  -3.588  0.00
H  -2.684  -0.330  -4.803  0.00
Tc  0.046  -0.524  1.010  3.20
C  3.052  0.011  3.100  0.02
C  -0.841  -3.290  2.350  0.03
C  -0.587  -5.533  1.464  0.00
C  2.636  -0.687  5.329  0.00
H  5.846  -0.528  -1.880  0.00
H  0.548  4.340  -4.357  0.00
O  2.211  -0.522  3.976  0.00
H  -2.913  5.502  0.643  0.00
H  -0.987  2.870  -3.130  0.00
C  2.205  3.985  -3.044  0.00
C  -2.502  4.558  0.979  0.00
C  -1.412  2.164  1.851  0.03
H  -5.382  0.522  -1.596  0.00
H  -1.183  -2.703  -0.001  0.01
C  -1.476  -1.651  -0.020  -0.14
N  -2.989  -7.839  0.447  0.00
C  -2.541  -6.894  0.927  0.00
H  3.658  3.472  -1.552  0.00
H  3.826  -0.564  -0.190  0.00
H  0.042  -6.334  1.098  0.00
C  -2.015  0.889  -1.712  -0.02

The value obtained for the energy relative to the best compared isomer or geometry (same formula, charge and spin) is 8.1 kcal per mole. The maximum force is 1.24 eV Å⁻¹. The value obtained for the electronic energy is -3208.13006 hartree. The multiplicity is 4.

---

2.
The following is a quantum chemistry calculation of an isolated ion of composition C33H32N3O4 and charge -1 in a non-equilibrium geometry, from the OMol25 dataset.

Last column: Mulliken charge in e.
Element x y z (Å)
H  -0.346  -2.018  7.041  0.35
C  -0.479  -5.052  -0.508  -0.92
C  4.496  -0.599  -0.145  0.41
N  0.389  1.234  4.175  0.15
O  0.563  0.803  1.915  -0.74
H  0.091  -6.290  6.797  0.37
H  1.007  2.899  3.133  0.32
C  1.610  -6.074  0.180  -0.82
H  -1.356  -5.019  -1.156  0.38
H  -1.894  -1.321  6.490  0.29
C  2.733  -2.215  0.294  -1.13
O  -1.002  1.522  6.004  -0.71
C  3.376  -0.667  2.014  -1.25
C  5.164  1.070  1.611  -0.79
C  4.545  -1.351  -2.907  -0.94
H  5.968  0.697  2.265  0.32
C  2.505  -1.668  1.563  -0.66
H  2.843  -2.529  -2.321  0.34
C  -0.839  -1.102  6.709  -1.17
C  1.635  -5.272  1.332  0.30
C  3.688  -1.691  -0.564  0.18
C  0.931  -0.979  3.433  -0.48
C  -0.272  -5.110  5.022  -0.13
C  -0.715  -3.244  3.270  0.16
H  0.391  3.199  4.790  0.35
H  2.090  -3.007  -0.079  0.30
H  -0.813  -0.336  7.492  0.39
C  -1.707  -5.115  6.980  -0.51
H  3.255  -0.275  3.024  0.66
H  -1.291  -3.591  0.870  0.43
H  6.174  0.077  -2.915  0.41
H  4.562  1.758  2.217  0.33
C  0.727  -3.316  2.667  1.36
H  0.570  -6.549  -1.653  0.39
C  6.386  0.924  -0.589  -0.68
H  -3.047  -3.239  4.460  0.39
H  -3.551  -3.984  6.777  0.36
C  0.642  -4.301  1.510  -1.09
O  1.307  -2.337  5.342  -0.70
C  4.329  -0.090  1.173  0.87
H  -0.745  2.834  3.458  0.31
H  2.382  -6.833  0.060  0.39
C  3.833  -2.276  -1.926  -0.70
N  5.404  -0.054  -1.011  0.07
H  6.544  -1.455  -2.082  0.28
C  0.748  -1.376  4.804  -0.59
H  4.877  -1.906  -3.785  0.38
H  7.292  0.416  -0.207  0.29
H  6.682  1.489  -1.483  0.38
C  -2.621  -4.297  6.306  -0.53
C  5.822  1.853  0.463  -0.88
C  -0.443  -4.234  0.632  0.23
C  -2.345  -3.863  5.015  -0.67
C  1.147  -1.955  2.304  1.26
O  -1.533  -2.422  2.860  -0.67
H  3.851  -0.573  -3.241  0.31
C  0.619  0.382  3.071  0.36
C  5.752  -0.701  -2.263  -0.67
H  5.081  2.518  0.003  0.30
C  -1.097  -4.135  4.427  0.22
H  4.389  -3.223  -1.861  0.28
H  -1.911  -5.415  8.010  0.37
H  1.421  -3.720  3.425  0.97
N  -0.192  -0.589  5.520  0.34
C  0.250  2.633  3.871  -1.05
C  0.584  -5.921  -0.761  -0.45
H  2.382  -5.410  2.121  0.41
H  0.605  -5.471  4.483  0.35
H  6.636  2.478  0.845  0.38
H  0.419  -1.621  1.544  0.41
C  -0.334  0.784  5.287  0.53
C  -0.573  -5.579  6.304  -0.69

The value obtained for the energy relative to the best compared isomer or geometry (same formula, charge and spin) is 0.0 kcal per mole. As for the SMILES: Cn1c([O-])c([C@@H](c2cc3c4c(c2)CCCN4CCC3)[C@@H](C(=O)c2ccccc2)c2ccccc2)c(=O)n(C)c1=O. The maximum force is 3.04 eV Å⁻¹. The value obtained for the electronic energy is -1742.06572 hartree. The multiplicity is 1. As for the net charge: -1.

---

3.
The following is a quantum chemistry calculation of C33H33BrCl5OPYb as an isolated structure in a non-equilibrium geometry, from the OMol25 dataset.

Last column: Mulliken spin population.
Element x y z (Å)
C  -3.433  0.907  0.565  0.00
C  2.917  1.647  -1.605  0.00
C  4.850  3.664  -2.146  0.00
O  0.199  0.828  0.351  0.00
H  -6.869  1.999  2.387  0.00
C  1.015  -2.989  -5.021  0.00
C  -5.860  2.021  1.985  0.00
H  3.939  -2.926  1.758  0.00
H  1.659  -2.113  2.219  0.00
C  -2.140  0.918  0.110  0.00
H  1.279  2.176  2.026  0.00
C  3.491  3.993  -2.118  0.00
C  -5.711  -0.491  1.913  0.00
C  -5.120  0.748  3.992  0.00
C  -0.465  -3.748  -2.351  0.00
C  3.635  -3.058  -0.357  0.00
H  -0.946  -0.224  4.832  0.00
C  -0.099  1.127  3.340  0.00
Cl  0.860  3.272  -1.828  0.00
H  -1.265  -3.890  -3.073  0.00
C  2.780  -2.809  -1.417  0.00
C  4.285  1.387  -1.631  0.00
H  0.389  2.421  4.998  0.00
H  1.667  0.457  2.225  0.00
H  -6.148  0.623  4.318  0.00
Cl  4.720  -0.256  -1.333  0.00
C  1.517  -2.278  -1.172  0.00
C  5.256  2.349  -1.897  0.00
C  -3.651  0.888  1.937  0.00
H  0.451  -3.890  -4.833  0.00
H  -6.725  -0.595  2.290  0.00
H  -0.044  -1.040  3.555  0.00
H  -4.239  0.914  -0.146  0.00
H  -4.547  -0.090  4.380  0.00
H  2.812  -1.539  -7.485  0.00
H  0.344  -4.461  -2.516  0.00
C  -2.534  0.962  2.759  0.00
C  -0.071  -0.156  4.191  0.00
C  -1.219  1.006  2.307  0.00
H  -2.695  0.987  3.821  0.00
H  3.081  -3.035  -2.430  0.00
H  0.811  -0.154  4.827  0.00
Yb  0.911  0.474  -1.368  1.01
C  1.979  -2.273  1.199  0.00
H  1.519  -3.583  -7.010  0.00
Cl  6.922  1.940  -1.926  0.00
H  -5.377  2.934  2.325  0.00
C  1.621  -2.817  -6.255  0.00
Cl  6.016  4.872  -2.484  0.00
H  4.602  -3.497  -0.549  0.00
P  0.204  -2.042  -2.461  0.00
H  -5.931  2.054  0.901  0.00
H  0.059  -1.781  0.350  0.00
H  1.988  1.599  3.531  0.00
Br  -1.819  0.919  -1.837  0.00
H  3.007  0.225  -5.769  0.00
C  1.822  -0.832  -4.339  0.00
Cl  2.984  5.596  -2.446  0.00
C  2.577  2.980  -1.855  0.00
H  -0.407  3.250  3.654  0.00
H  -5.755  -0.484  0.827  0.00
C  -5.072  0.794  2.464  0.00
C  -0.988  0.924  0.914  0.00
C  2.449  -0.674  -5.560  0.00
C  1.119  -2.003  -4.044  0.00
C  1.294  1.348  2.732  0.00
H  -1.338  2.247  4.759  0.00
H  -5.139  -1.362  2.229  0.00
H  -4.747  1.674  4.423  0.00
C  3.252  -2.760  0.941  0.00
C  2.342  -1.666  -6.522  0.00
H  1.879  -0.019  -3.593  0.00
C  -0.388  2.337  4.243  0.00
H  -0.867  -3.884  -1.346  0.00
C  1.102  -2.038  0.151  0.00

The maximum force is 2.13 eV Å⁻¹. The value obtained for the electronic energy is -7727.39567 hartree. The multiplicity is 2. As for the net charge: +1.